Record 1
Molecular formula: C8H18FN2O5P3Si
Method: DFT, ωB97M-V/def2-TZVPD

ORCA input file:
```
! RIJCOSX wB97M-V def2-TZVPD def2/J DEFGRID3
* xyz 0 1
N 3.41 -1.93 1.75
P 2.07 -1.13 1.48
Si 1.61 -0.92 -0.72
C 3.01 -0.13 -1.69
C 4.36 -0.84 -1.59
N 5.32 -0.25 -2.51
P 1.10 -3.00 -1.40
O 1.94 -3.29 -2.77
O -0.49 -3.03 -1.83
P -0.15 0.46 -0.81
O -1.17 0.03 0.14
O 0.32 1.94 -0.46
O -0.78 0.53 -2.29
H 3.85 -2.21 0.89
H 2.07 0.18 2.00
H 0.95 -1.78 2.02
H 3.15 0.91 -1.44
H 2.73 -0.15 -2.74
H 4.71 -0.73 -0.57
H 4.24 -1.90 -1.78
H 6.12 -0.87 -2.57
H 5.68 0.60 -2.10
H 1.36 -3.42 -3.54
H -0.99 -2.91 -1.00
H -0.42 2.55 -0.57
H -0.52 -0.27 -2.77
F -6.66 2.05 3.77
C -5.55 1.92 3.00
C -5.35 0.75 2.30
C -4.22 0.63 1.51
C -3.30 1.66 1.44
C -3.53 2.83 2.15
C -4.66 2.97 2.94
H -6.07 -0.05 2.38
H -4.05 -0.28 0.96
H -2.42 1.55 0.82
H -2.81 3.65 2.10
H -4.86 3.88 3.50
*
```

Output
Strongest force on any atom in eV Å⁻¹: 2.64
Calculated total energy in eV: -60268.747
Kohn-Sham gap in eV: 8.391
E_HOMO in eV: -8.56

=====

Record 2
Molecular formula: C10H34O12
Method: DFT, ωB97M-V/def2-TZVPD

ORCA input file:
```
! RIJCOSX wB97M-V def2-TZVPD def2/J DEFGRID3
* xyz 0 1
O -0.59 0.11 -0.24
H -1.12 -0.52 0.24
H 0.25 0.10 0.19
O -0.62 -0.07 -3.10
H -0.03 0.62 -3.26
H -0.87 -0.07 -2.20
C -1.96 -2.17 1.95
C -1.72 -2.99 0.64
O -2.96 -3.12 0.07
O -2.34 -0.93 1.55
H -1.04 -2.00 2.50
H -2.66 -2.61 2.74
H -1.51 -3.94 1.15
H -0.82 -2.72 0.02
H -2.97 -4.02 -0.27
H -2.82 -0.42 2.22
C -4.08 0.08 -1.49
C -3.41 1.36 -2.10
O -2.32 1.77 -1.21
O -3.07 -0.89 -1.60
H -4.82 -0.25 -2.13
H -4.43 0.05 -0.43
H -4.30 2.00 -2.16
H -3.04 1.07 -3.09
H -1.74 0.97 -1.07
H -3.11 -1.58 -0.88
C 2.98 -1.83 4.50
C 2.00 -2.44 3.55
O 1.25 -1.41 3.08
O 3.86 -2.89 4.88
H 2.58 -1.42 5.46
H 3.62 -1.05 3.91
H 1.48 -3.33 3.93
H 2.58 -2.84 2.67
H 1.72 -0.79 2.53
H 4.47 -2.57 5.52
C 3.41 -0.06 -1.43
C 2.85 0.63 -0.24
O 2.33 -0.28 0.74
O 3.79 0.98 -2.30
H 2.62 -0.65 -1.98
H 4.14 -0.79 -1.20
H 2.09 1.51 -0.40
H 3.71 1.15 0.09
H 3.05 -0.57 1.35
H 4.71 1.18 -2.07
C -0.58 3.92 -2.63
C 0.40 3.65 -1.45
O 1.64 4.00 -1.97
O -1.82 4.17 -2.07
H -0.48 3.03 -3.22
H -0.29 4.83 -3.26
H 0.19 2.63 -1.05
H 0.29 4.41 -0.64
H 1.64 3.61 -2.77
H -2.13 3.41 -1.59
*
```

Output
Strongest force on any atom in eV Å⁻¹: 5.39
Calculated total energy in eV: -35485.886
Kohn-Sham gap in eV: 8.898
Relative energy (zero: lowest compared OMol25 entry of this formula, charge and spin) in kcal/mol: 77.2
E_HOMO in eV: -8.76

=====

Record 3
Molecular formula: C20H33N5O2
Method: DFT, ωB97M-V/def2-TZVPD

ORCA input file:
```
! RIJCOSX wB97M-V def2-TZVPD def2/J DEFGRID3
* xyz 0 1
C -1.03 -4.20 1.80
C -1.15 -2.69 1.59
C 0.08 -2.08 0.91
C 0.27 -2.58 -0.52
C 1.19 -1.69 -1.36
C 0.44 -0.58 -2.11
N -0.15 0.39 -1.23
C 0.45 1.44 -0.61
N -0.38 2.10 0.18
C -1.56 1.47 0.07
C -1.46 0.39 -0.80
C -2.58 -0.44 -1.12
O -2.60 -1.38 -1.90
N -3.72 -0.05 -0.41
C -3.84 1.01 0.48
O -4.90 1.24 1.02
N -2.72 1.78 0.70
C -2.78 2.91 1.60
H -2.58 3.83 1.05
H -2.03 2.79 2.38
H -3.78 2.94 2.04
C -4.93 -0.82 -0.62
H -5.72 -0.17 -0.99
H -4.71 -1.60 -1.34
H -5.26 -1.25 0.32
C 1.87 1.82 -0.82
N 2.78 0.86 -0.21
C 2.71 0.92 1.24
C 3.55 -0.20 1.85
C 5.00 -0.07 1.39
C 5.05 -0.06 -0.13
C 6.48 0.11 -0.64
H 6.89 1.06 -0.30
H 6.50 0.09 -1.73
H 7.11 -0.69 -0.27
C 4.15 1.06 -0.66
H 4.16 1.04 -1.75
H 4.55 2.03 -0.33
H 4.65 -1.02 -0.50
H 5.59 -0.90 1.78
H 5.43 0.86 1.78
H 3.15 -1.16 1.53
H 3.48 -0.15 2.94
H 1.66 0.81 1.54
H 3.07 1.90 1.62
H 2.00 2.84 -0.41
H 2.08 1.85 -1.90
H 1.13 -0.07 -2.78
H -0.37 -1.02 -2.69
H 1.95 -1.22 -0.73
H 1.69 -2.29 -2.11
H 0.68 -3.59 -0.49
H -0.71 -2.64 -1.01
H 0.97 -2.31 1.50
H -0.04 -1.00 0.92
H -2.03 -2.48 0.99
H -1.28 -2.21 2.57
H -0.12 -4.44 2.36
H -1.88 -4.58 2.35
H -0.99 -4.71 0.84
*
```

Output
Strongest force on any atom in eV Å⁻¹: 1.39
Calculated total energy in eV: -32823.646
Kohn-Sham gap in eV: 9.030
Relative energy (zero: lowest compared OMol25 entry of this formula, charge and spin) in kcal/mol: 0.0
E_HOMO in eV: -8.29

=====

Record 4
Molecular formula: C16H22F6N3O12PTi
Method: DFT, ωB97M-V/def2-TZVPD

ORCA input file:
```
! RIJCOSX wB97M-V def2-TZVPD def2/J DEFGRID3
* xyz 1 2
Ti 0.15 1.18 0.27
C 0.71 -0.24 2.95
C 2.10 0.39 2.90
O 2.16 1.19 1.71
C 2.71 2.50 1.92
C 2.82 3.11 0.55
O 1.57 2.91 -0.13
C 1.56 3.54 -1.41
C 0.24 3.16 -2.03
O 0.00 1.76 -1.78
C 0.58 0.79 -2.69
C 1.80 0.14 -2.06
O 1.48 -0.09 -0.67
C 1.93 -1.30 -0.04
C 0.87 -1.68 0.98
O 0.29 -0.51 1.60
H -0.03 0.44 3.36
H 0.71 -1.17 3.53
H 2.89 -0.36 2.84
H 2.27 1.00 3.79
H 3.70 2.43 2.37
H 2.04 3.08 2.56
H 3.61 2.62 -0.03
H 3.03 4.18 0.63
H 2.41 3.18 -2.00
H 1.64 4.62 -1.30
H 0.22 3.35 -3.11
H -0.58 3.69 -1.56
H 0.83 1.28 -3.63
H -0.19 0.04 -2.84
H 2.69 0.76 -2.11
H 1.97 -0.82 -2.55
H 2.90 -1.10 0.41
H 2.01 -2.10 -0.78
H 1.29 -2.33 1.75
H 0.06 -2.20 0.50
O -5.67 -4.12 0.50
N -4.85 -4.71 -0.17
O -4.94 -5.87 -0.53
C -3.64 -3.98 -0.57
C -2.65 -4.66 -1.33
C -1.55 -3.98 -1.68
C -1.32 -2.56 -1.46
O -0.34 -1.99 -1.93
C -2.33 -1.99 -0.57
C -3.48 -2.70 -0.16
N -2.14 -0.74 0.00
O -2.78 -0.32 0.93
O -1.23 0.00 -0.55
N -0.44 -4.70 -2.33
O -0.68 -5.33 -3.33
O 0.64 -4.63 -1.78
H -2.79 -5.70 -1.59
H -4.22 -2.23 0.46
F -1.54 2.51 0.29
P -1.52 3.34 1.79
F -2.78 4.18 1.41
F -0.51 4.37 1.09
F -1.24 3.96 3.20
F -2.35 2.14 2.39
F -0.10 2.29 2.00
*
```

Output
⟨S²⟩: 0.752
Strongest force on any atom in eV Å⁻¹: 0.45
Calculated total energy in eV: -94690.656
Kohn-Sham gap (spin up / spin down) in eV: 7.222 / 7.326
Relative energy (zero: lowest compared OMol25 entry of this formula, charge and spin) in kcal/mol: 30.4
E_HOMO (spin up / spin down) in eV: -11.56 / -11.56